92
Properties=species:S:1:pos:R:3:forces:R:3:mulliken_charge:R:1 method="wB97M-V/def2-TZVPD" charge=0 homo_ha=-0.3233 energy_ha=-3788.2726 e_above_lowest_kj_mol=0.0 orbital_gap_ha=0.3266
O 4.48773 -5.37553 0.81139 -0.3 0.4 0.0 -0.44
P 5.77183 -4.72054 0.07959 0.8 -0.4 -0.3 0.54
O 6.44447 -3.86545 1.26716 -0.4 0.0 0.0 -0.51
S 6.99374 -5.98058 -0.68262 0.0 0.1 0.0 -0.38
Si 5.01985 -3.27046 -1.48762 0.1 -0.3 -0.7 0.33
O 3.36879 -3.42698 -1.57913 0.3 0.6 0.6 -0.12
Si 2.36887 -2.45540 -0.67031 -0.5 0.1 0.1 0.49
C 1.21528 -3.36612 0.51095 0.2 -0.5 -0.3 -0.47
C 1.05817 -4.86958 0.28663 -0.8 0.2 0.5 -0.21
F 1.22971 -5.22632 -1.05038 0.2 0.0 0.1 -0.30
H 3.80370 -5.56257 0.15324 -0.1 -0.2 0.0 0.29
H 5.84851 -3.14394 1.51171 0.1 0.1 0.3 0.34
H 5.49220 -1.90202 -1.19641 -0.2 0.1 0.2 -0.07
H 5.59838 -3.70763 -2.76299 0.0 0.0 0.0 -0.13
H 3.19235 -1.53892 0.15958 0.2 -0.1 0.0 -0.15
H 1.57720 -1.60069 -1.56979 0.0 -0.1 -0.1 -0.29
H 1.59333 -3.22972 1.52612 -0.1 0.1 0.0 0.39
H 0.23061 -2.89964 0.44077 0.1 0.2 0.0 0.33
H 1.72935 -5.43265 0.93773 0.3 -0.1 -0.4 0.26
H 0.04390 -5.17160 0.56057 0.1 -0.1 0.0 0.13
C 2.40261 -0.99112 -4.41096 -0.1 -0.2 -0.1 -0.70
O 3.56975 -0.16912 -4.32425 0.1 -0.1 0.0 -0.17
C 3.33128 1.13693 -4.42032 0.0 0.0 0.1 0.75
O 2.25411 1.64974 -4.57480 0.0 0.0 0.0 -0.57
O 4.49458 1.77991 -4.31689 0.0 0.0 0.0 -0.31
C 4.38928 3.20387 -4.40665 0.1 0.1 0.0 -0.68
H 2.74020 -2.01952 -4.31567 0.1 0.0 0.0 0.24
H 1.71479 -0.76029 -3.60255 -0.1 0.1 -0.1 0.23
H 1.90661 -0.86398 -5.37167 0.0 0.1 0.0 0.34
H 3.76755 3.59398 -3.60363 -0.1 0.0 0.0 0.30
H 3.97936 3.49810 -5.37121 -0.1 0.0 0.0 0.30
H 5.39987 3.58780 -4.30702 0.0 -0.1 0.0 0.25
C -3.46064 -7.78686 3.40533 0.0 -0.1 0.1 -0.61
O -4.35472 -6.96902 2.64612 0.0 0.0 0.0 -0.34
C -3.79936 -5.87309 2.13465 -0.1 0.0 0.0 0.86
O -2.64737 -5.54144 2.26830 0.1 0.1 0.0 -0.53
O -4.73037 -5.20934 1.45937 0.0 0.0 0.0 -0.33
C -4.28370 -3.98231 0.87179 0.0 0.2 -0.1 -0.45
H -4.04659 -8.63157 3.75389 -0.1 0.0 0.0 0.22
H -2.64211 -8.14190 2.78253 0.0 0.1 0.0 0.29
H -3.06827 -7.23744 4.25893 0.1 0.0 0.0 0.27
H -3.48622 -4.16976 0.15484 0.0 0.0 0.1 0.28
H -3.94852 -3.28851 1.64099 0.0 0.0 0.0 0.15
H -5.14406 -3.56402 0.35937 -0.1 -0.1 0.0 0.22
C -2.77272 -3.00160 4.78064 0.1 -0.2 0.0 -0.56
O -3.24630 -1.86292 5.50412 0.0 0.0 0.0 -0.36
C -4.14874 -1.14506 4.83945 0.0 0.0 0.0 0.81
O -4.55752 -1.37997 3.73024 0.0 0.0 0.0 -0.55
O -4.51702 -0.12016 5.60440 0.0 0.0 0.0 -0.35
C -5.49406 0.73565 5.00684 -0.2 0.2 0.0 -0.49
H -2.04826 -3.50025 5.41707 0.0 0.1 0.1 0.29
H -3.59199 -3.68426 4.56375 0.0 0.0 -0.1 0.25
H -2.28901 -2.69600 3.85510 -0.1 0.0 0.0 0.26
H -6.41351 0.19204 4.79975 0.1 -0.1 -0.1 0.31
H -5.10904 1.17745 4.08956 0.0 -0.1 -0.1 0.17
H -5.70098 1.52518 5.72285 0.1 -0.1 0.1 0.22
C -5.24940 5.37551 -0.13297 -0.1 0.1 -0.1 -0.73
O -4.93459 4.82429 1.15057 0.0 0.0 0.1 -0.28
C -3.98803 3.89020 1.13014 -0.1 -0.1 0.0 0.80
O -3.40923 3.48982 0.15643 0.0 0.0 0.0 -0.55
O -3.79471 3.46354 2.38411 0.0 -0.1 -0.2 -0.24
C -2.79988 2.43866 2.48544 0.1 -0.2 0.2 -0.79
H -6.02665 6.11375 0.03881 0.0 0.0 0.1 0.23
H -4.37557 5.85652 -0.56746 0.0 -0.1 0.0 0.31
H -5.61980 4.60102 -0.80082 0.1 0.0 0.0 0.34
H -1.82828 2.80451 2.15960 0.0 0.0 -0.1 0.40
H -3.08576 1.56696 1.90009 0.0 0.0 -0.1 0.34
H -2.74576 2.16139 3.53503 -0.1 0.1 0.0 0.20
C -3.65244 6.29042 3.59875 0.1 0.2 0.0 -0.57
O -2.75461 7.15541 4.31065 0.0 0.0 0.0 -0.31
C -3.34640 8.17463 4.92562 0.0 0.0 0.0 0.74
O -4.52632 8.41284 4.92740 0.0 0.0 0.0 -0.54
O -2.40702 8.89304 5.54321 0.0 0.0 0.0 -0.32
C -2.90847 10.02934 6.24991 0.0 0.1 0.1 -0.63
H -3.03782 5.52405 3.15286 0.2 0.0 0.0 0.20
H -4.36904 5.83560 4.27885 0.0 0.0 0.0 0.32
H -4.17230 6.84452 2.82205 -0.1 0.0 0.0 0.27
H -3.60043 9.72155 7.03134 -0.1 0.0 -0.1 0.29
H -3.40153 10.71940 5.56809 -0.1 0.0 0.0 0.29
H -2.04495 10.51270 6.69690 0.1 -0.1 0.0 0.22
C 4.24706 0.66138 -7.57508 -0.2 0.0 0.0 -0.53
O 5.25093 0.89932 -8.56569 0.0 0.0 0.0 -0.34
C 6.37859 0.21599 -8.37232 0.0 0.0 0.0 0.75
O 6.59412 -0.54956 -7.47053 0.0 0.0 0.0 -0.54
O 7.22625 0.52718 -9.35283 0.0 0.0 0.0 -0.33
C 8.48734 -0.14111 -9.26942 0.2 0.0 -0.1 -0.63
H 3.38940 1.26919 -7.85034 0.1 0.0 -0.1 0.34
H 3.95718 -0.38810 -7.56912 0.1 0.0 0.1 0.30
H 4.60758 0.95781 -6.59546 0.1 -0.1 0.0 0.17
H 8.35520 -1.21953 -9.32873 0.0 0.0 0.1 0.29
H 9.00010 0.12004 -8.34588 0.0 -0.1 0.0 0.30
H 9.06837 0.20292 -10.11972 -0.1 0.1 0.0 0.21



147
Properties=species:S:1:pos:R:3:forces:R:3:mulliken_charge:R:1 method="wB97M-V/def2-TZVPD" smiles="[H]/N=C/Cc1c(CC)c2c(c(B(O)O)c1CC=C)Nc1c(O)cc(CCCCCN)c(OC[C@H](C)O)c1S2.CCO.CCO.CCO.CCO.CCO.CCO.CCO.CCO" charge=0 homo_ha=-0.2828 energy_ha=-3255.4462 orbital_gap_ha=0.2926
C 0.24300 -4.30420 3.09520 -0.2 0.0 0.1 -0.91
C -0.67992 -3.85284 2.25042 0.0 -0.1 0.1 -0.18
C -0.56114 -3.85223 0.74896 0.2 -0.6 0.2 -0.92
C -0.33947 -2.44396 0.23120 0.0 0.0 -0.1 0.78
C 0.91958 -1.84401 0.32684 -0.1 0.3 0.0 1.62
C 2.09884 -2.57995 0.90947 0.2 0.2 0.0 -0.19
C 2.59029 -2.00501 2.21361 0.0 -0.1 0.0 -0.16
N 3.61481 -2.46921 2.79978 -0.2 0.3 0.0 -0.74
C 1.09561 -0.51831 -0.12562 0.3 -0.4 0.1 0.30
C 2.45013 0.15481 -0.08249 -0.3 0.6 0.5 -1.59
C 2.56784 1.19380 1.05158 -0.4 0.3 -0.5 0.31
C 0.00059 0.15815 -0.65428 -0.2 0.3 -0.1 1.15
C -1.24370 -0.44647 -0.76893 0.2 -0.3 0.3 -0.92
C -1.41672 -1.74765 -0.32456 -0.2 -0.2 0.1 -0.22
B -2.82536 -2.44148 -0.48605 -0.3 0.1 -0.2 0.95
O -3.85047 -2.23990 0.40288 0.4 -0.6 0.4 -0.51
O -3.07396 -3.31374 -1.54433 0.4 0.2 0.0 -0.86
N -2.35289 0.22471 -1.37382 0.0 -0.2 -0.2 0.85
C -2.52992 1.56506 -0.93263 -0.3 0.1 0.0 -0.34
C -3.80476 2.03765 -0.62762 0.1 0.0 -0.1 0.10
O -4.90774 1.22184 -0.71842 -0.2 0.3 0.1 -0.65
C -3.96001 3.35138 -0.22145 -0.3 -0.1 0.1 -0.82
C -2.88695 4.22369 -0.08951 0.0 0.0 -0.1 2.06
C -3.17549 5.62425 0.40931 0.2 0.1 0.0 -1.43
C -2.32855 6.77294 -0.15524 0.0 -0.1 0.1 -0.54
C -2.11761 6.74893 -1.66522 0.0 0.4 -0.1 -0.01
C -1.05328 7.74613 -2.11873 0.1 0.1 0.2 -1.15
C 0.35205 7.44966 -1.61992 0.6 0.3 0.0 0.28
N 1.32419 8.37698 -2.24895 0.1 -0.2 0.1 -0.75
C -1.61259 3.74428 -0.38906 -0.1 -0.1 0.2 -1.82
O -0.52850 4.57894 -0.28615 0.1 -0.1 0.1 -0.15
C 0.29750 4.44414 0.88554 -0.2 0.5 -0.3 -0.56
C -0.38214 3.92877 2.13318 0.8 0.0 0.8 0.99
C 0.41539 4.43647 3.34997 -0.2 -0.1 -0.3 -1.63
O -0.36626 2.49658 2.17220 -0.4 0.1 -0.1 -0.44
C -1.45240 2.42970 -0.82708 0.2 -0.1 0.0 0.35
S 0.14260 1.81862 -1.28513 0.2 0.1 0.0 -0.65
H 0.99526 -5.03597 2.82320 0.4 0.5 -0.3 0.32
H 0.26628 -3.93788 4.11521 -0.4 -0.6 0.2 0.28
H -1.58469 -3.41782 2.67262 0.3 0.7 -0.1 0.24
H 0.28134 -4.48804 0.47848 -0.1 -0.1 -0.1 0.37
H -1.44008 -4.31666 0.29618 -0.1 0.2 -0.1 -0.20
H 1.90853 -3.63445 1.08244 0.0 0.0 -0.1 0.22
H 2.92118 -2.51283 0.19509 0.0 -0.2 0.0 -1.04
H 2.02217 -1.16383 2.61845 -0.1 0.0 0.0 0.58
H 3.76803 -1.91711 3.64349 0.1 -0.2 0.1 0.24
H 2.56283 0.70307 -1.01920 0.4 -0.2 -0.1 0.88
H 3.25526 -0.56138 0.01691 0.0 -0.1 -0.3 0.04
H 2.14560 0.84659 1.99149 0.3 -0.1 0.1 0.11
H 1.97166 2.06329 0.77937 0.0 0.0 0.1 -0.87
H 3.59487 1.54175 1.15772 0.1 -0.2 0.2 0.58
H -3.48458 -1.97633 1.25588 -0.2 0.5 -0.1 0.29
H -3.11691 -4.22920 -1.25648 -0.4 0.0 -0.1 0.25
H -2.23713 0.20729 -2.38593 -0.2 0.0 -0.1 0.02
H -4.98848 0.89240 -1.61948 0.2 -0.2 0.1 0.24
H -4.95434 3.71153 0.01752 -0.1 -0.1 -0.1 0.55
H -3.05052 5.61662 1.49773 -0.1 0.1 0.0 0.42
H -4.23048 5.83782 0.22979 0.0 -0.1 0.0 0.56
H -1.38205 6.80041 0.38413 0.1 -0.1 -0.2 -0.08
H -2.82480 7.71774 0.08759 -0.1 0.0 0.1 0.62
H -3.05915 7.04182 -2.14008 -0.1 -0.2 -0.1 0.45
H -1.86414 5.75585 -2.03624 0.0 -0.1 0.1 -0.02
H -1.32066 8.75032 -1.76885 0.0 0.0 0.0 0.24
H -0.99943 7.81498 -3.20653 -0.1 -0.1 0.0 0.33
H 0.66164 6.42834 -1.84733 -0.2 -0.1 -0.1 0.01
H 0.41945 7.55499 -0.53253 -0.2 -0.2 0.0 0.34
H 2.20730 7.90133 -2.38930 0.0 0.0 -0.1 0.25
H 1.54430 9.13380 -1.61264 -0.1 0.1 -0.1 0.27
H 1.16984 3.84885 0.61504 0.0 -0.2 0.3 0.22
H 0.65507 5.45388 1.10378 -0.1 0.1 -0.1 0.20
H -1.39380 4.32344 2.23461 -0.1 -0.2 -0.3 -0.01
H 0.08179 5.43200 3.64428 0.0 0.0 0.0 0.40
H 1.47671 4.49716 3.10735 0.1 -0.1 0.1 0.24
H 0.24758 3.74102 4.16880 0.1 0.1 0.1 0.44
H -1.27715 2.18958 2.20041 0.0 -0.1 -0.1 0.29
C -7.58388 2.02204 3.26497 -0.1 0.0 0.0 -0.84
C -7.52418 2.94474 2.06436 0.4 0.0 0.2 -0.01
O -6.84728 4.16263 2.38227 -0.1 0.1 -0.1 -0.52
H -8.09873 2.48095 4.10991 -0.1 0.1 -0.1 0.32
H -8.10009 1.10193 2.99107 0.0 -0.1 0.1 0.12
H -6.57376 1.76742 3.58927 0.0 -0.1 0.0 0.31
H -8.52060 3.21430 1.71764 0.0 0.1 0.0 0.34
H -6.99863 2.44021 1.24553 -0.1 0.0 -0.1 0.00
H -5.96246 3.92766 2.67846 0.0 0.0 0.0 0.29
C 5.34541 -3.05324 -3.23838 0.0 0.2 0.0 -1.16
C 4.43175 -3.01902 -2.03267 -0.1 0.0 -0.2 0.24
O 3.55155 -1.88773 -2.04718 0.1 -0.1 0.0 -0.32
H 5.94320 -2.14134 -3.28596 0.0 0.0 0.1 0.32
H 6.00815 -3.91473 -3.19256 -0.1 0.0 0.0 0.20
H 4.76558 -3.11311 -4.16455 0.0 -0.1 0.0 0.42
H 5.01708 -2.94459 -1.11810 0.0 0.0 0.0 -0.12
H 3.83342 -3.93710 -1.98613 0.1 0.0 0.1 0.16
H 3.01747 -1.94432 -2.84553 0.0 0.0 0.0 0.20
C 7.46182 -1.33463 1.98417 0.0 0.0 -0.1 -1.16
C 6.78933 -2.61160 1.51505 0.3 0.1 -0.1 0.25
O 7.11308 -2.89958 0.15201 -0.1 0.0 0.0 -0.48
H 7.15865 -0.49626 1.35569 0.0 0.0 0.0 0.29
H 7.19865 -1.11074 3.01919 0.0 0.0 0.0 0.33
H 8.54994 -1.41892 1.91724 0.0 0.0 0.1 0.38
H 5.70795 -2.51129 1.57063 0.0 -0.1 -0.1 -0.10
H 7.08457 -3.45747 2.14451 -0.1 0.0 0.1 0.26
H 8.06731 -3.00024 0.08864 0.0 0.0 0.0 0.27
C 4.70140 5.88824 -0.20632 0.0 -0.1 0.1 -1.16
C 3.50488 6.53624 0.46424 0.2 0.0 0.1 0.48
O 3.36628 6.11600 1.81990 -0.1 0.0 -0.1 -0.46
H 4.61198 4.80209 -0.16879 0.0 0.0 0.0 0.26
H 4.78437 6.19705 -1.24949 0.0 0.0 0.0 0.33
H 5.62652 6.16109 0.30707 0.0 0.1 0.0 0.37
H 2.58258 6.24764 -0.03930 0.0 0.0 0.0 -0.26
H 3.58619 7.62824 0.42614 0.0 0.0 -0.1 0.27
H 4.16412 6.36981 2.29346 0.0 0.0 0.0 0.27
C -1.89282 -2.07426 -5.35322 0.1 0.1 0.0 -1.14
C -3.07693 -1.53360 -4.57614 0.0 0.0 -0.1 0.23
O -3.00052 -0.11399 -4.41315 0.0 0.0 0.2 -0.49
H -0.96072 -1.82132 -4.84618 0.0 0.0 0.0 0.25
H -1.95493 -3.15853 -5.45234 0.0 0.0 0.0 0.34
H -1.85296 -1.63857 -6.35485 0.0 -0.1 0.0 0.38
H -3.10216 -1.95742 -3.57370 0.0 0.0 0.0 -0.10
H -4.01511 -1.78990 -5.07866 0.0 -0.1 0.0 0.31
H -2.98999 0.29266 -5.28462 0.0 0.0 0.0 0.26
C -0.90246 -9.05791 0.46658 0.1 0.0 0.0 -1.25
C -0.83570 -7.58658 0.82920 0.0 0.0 -0.2 -0.01
O 0.44177 -7.02318 0.54558 0.0 0.0 0.1 -0.45
H -0.13756 -9.61529 1.00753 0.0 0.0 0.0 0.31
H -1.87967 -9.47752 0.70876 0.0 0.0 0.0 0.37
H -0.72243 -9.20160 -0.60157 -0.1 0.0 0.0 0.35
H -0.99864 -7.44439 1.89635 0.0 0.1 0.0 0.31
H -1.60980 -7.02797 0.28942 -0.1 0.0 0.1 0.11
H 0.60721 -7.12152 -0.39730 0.0 0.0 0.0 0.25
C 5.35002 -8.26494 -2.75381 0.0 0.1 0.1 -1.02
C 5.48544 -7.23721 -3.86195 0.2 -0.1 0.1 -0.23
O 6.26385 -6.11535 -3.45564 0.0 -0.2 0.0 -0.46
H 4.89652 -7.81284 -1.87122 0.0 0.0 0.0 0.26
H 4.73468 -9.10742 -3.07286 0.0 0.0 0.0 0.34
H 6.33017 -8.64798 -2.46061 0.0 0.0 0.0 0.32
H 4.50897 -6.84328 -4.14097 0.0 0.1 0.0 0.28
H 5.93623 -7.69396 -4.74945 -0.1 0.0 0.0 0.26
H 7.13918 -6.43452 -3.21478 0.0 0.0 0.0 0.25
C -6.88672 -3.02014 2.99784 0.1 0.0 0.0 -1.15
C -7.03101 -1.54491 3.32232 0.1 -0.1 -0.3 -0.19
O -5.87012 -0.80609 2.95442 0.1 -0.1 0.1 -0.40
H -6.02545 -3.43943 3.51946 0.0 0.0 0.0 0.27
H -7.77887 -3.57540 3.29178 0.0 0.0 0.0 0.38
H -6.72610 -3.16526 1.92726 0.0 0.0 0.0 0.29
H -7.17545 -1.40106 4.39220 0.0 0.1 0.0 0.36
H -7.89444 -1.12361 2.79664 -0.1 -0.1 0.1 0.25
H -5.74798 -0.91098 2.00331 0.0 0.1 0.0 0.20